ORCA calculation (ωB97M-V with the def2-TZVPD basis set) on 16 unconnected molecules or ions with the total composition C43H121N3O19 in a non-equilibrium geometry.

```
! wB97M-V def2-TZVPD RIJCOSX def2/J DEFGRID3
* xyz 0 1
C -2.6473 4.0172 -3.8565
C -3.5533 4.3025 -2.5834
H -3.4036 1.6160 3.9940
H 3.3190 -0.7019 -2.6444
C 4.0821 -1.4298 -2.3688
H 8.3359 -3.1544 1.7900
C 5.7898 -2.6527 0.9833
H -4.7273 -3.4589 -0.8756
H 7.9647 0.2262 1.0589
H 1.5212 -2.2144 -3.6418
H 4.2471 -3.9096 5.3680
C -0.3923 3.9285 -4.6661
H 0.9759 -0.8495 -1.8663
H -5.2148 -5.9992 1.5735
H -4.0975 -2.5149 0.5209
H 7.6663 -1.9665 0.0340
O 3.4895 -2.5855 -1.9109
H -2.9357 3.0412 -4.2466
H 5.6873 7.0641 -1.1240
H 2.6166 2.5025 6.6394
N 2.3397 -1.3357 0.2447
C 3.7254 8.0675 0.2879
H -1.1278 3.3215 -2.8086
H -2.5744 -2.0890 -2.6641
H 2.6587 -3.4723 2.4654
H -1.3124 -5.9264 -2.9107
C 6.2495 3.3564 -1.7198
C -3.2400 -1.8240 -6.1314
H 6.3561 0.0371 0.3367
H 3.8783 5.9632 0.6856
H 3.0952 4.2618 4.1763
H -5.8190 1.3718 -3.0542
H 2.3973 5.9742 -1.1872
H -7.8866 -4.8665 7.0558
H 4.8088 -1.0280 -1.6626
H 4.2551 8.4866 1.1434
H -3.5951 4.9202 -0.1060
H -6.9088 -5.8896 5.8718
H 5.9586 -3.7286 1.0266
H 3.7451 -4.6482 3.8331
C 2.8802 3.2910 4.6227
H 1.7091 0.6051 -0.2573
C 7.1493 -1.8195 0.9823
O -3.1065 3.4946 -1.5167
H 1.3711 3.1282 3.1073
N -1.2814 4.0353 -3.5064
H 1.7391 3.9573 -5.0630
H 3.8215 3.3049 -0.1147
H 2.8750 4.0304 1.1802
C -8.6336 -3.8930 4.7876
H 1.4316 4.8963 -3.6891
H -7.4644 -2.5516 3.7347
H -1.2786 -4.3521 -2.2296
H -9.4164 -3.7298 4.0468
H 3.6320 2.3077 3.2026
H 3.7890 5.1806 -1.7790
H 2.9482 -2.2898 -1.1752
H -6.9791 -5.3395 3.5037
H -4.6611 -1.5910 -3.2401
H 2.9322 -0.4901 4.3646
H 6.7723 3.6801 -0.8198
C 0.2116 -1.1512 -1.1501
C -3.7436 3.8685 -0.3510
H -0.9409 3.4249 -0.2109
C 1.5004 2.9268 4.1707
C -0.6161 3.6989 0.7929
C -5.2724 -4.9559 1.2632
H 1.5381 0.1363 1.4477
C 3.1419 -2.5951 4.1644
C 3.4399 6.1582 -1.4466
H -2.9233 4.7599 -4.6050
H 3.0356 -6.3742 0.5971
H -3.2889 5.3273 -2.3230
H -4.2911 0.8947 -3.6854
H -3.6432 -0.3515 -7.2242
C -7.3129 -3.5431 4.1613
O -6.0313 -0.9625 -4.5004
O -1.7246 -4.3599 -4.2714
C 4.1107 -3.7340 4.3009
H 3.1752 2.2261 -4.3709
H -8.1137 -6.5656 6.8427
H 2.0251 -5.0671 -0.1162
H -2.9570 -0.5609 0.2074
C 3.0447 3.1082 0.6243
H -3.7758 -2.5170 -5.4826
H -1.2554 -1.2166 -3.6000
H -4.7905 3.5734 -0.4213
C 0.9753 -1.8687 0.0028
H -2.9851 -3.2946 -0.4886
H -7.3738 -0.8624 -2.0361
H 5.3938 1.8516 -2.5384
H 1.1920 1.8965 4.3480
C 2.1922 0.0961 0.5768
H 3.4440 6.8324 -2.3031
N -7.0086 -4.4279 3.0700
H -2.0970 -4.9954 -4.8871
H -2.2759 0.2129 3.8681
H 3.5410 3.4917 -3.2873
H 3.8321 8.8111 -0.5020
C 3.5166 0.7582 0.8384
H -0.1876 -0.2134 -0.7637
H -5.6210 -3.0348 2.1729
O -3.7614 -0.5532 -6.2930
H -4.9907 -0.1129 2.9578
C 4.1166 6.6395 -0.1353
H -4.6147 0.7410 -2.0298
O -3.9732 -4.5954 0.6783
H -6.5451 -3.5088 4.9343
H -6.9372 -2.4882 -2.5219
H -1.4769 4.0105 1.3846
H -3.2723 -2.2495 -7.1344
O 8.1192 -2.2308 1.9368
H -2.0944 -0.4808 -2.1929
H 4.5005 -1.0417 3.8038
H 3.5638 -4.5825 0.4404
C -5.5003 -0.8955 -3.2298
C 2.7795 -5.3152 0.6305
O 5.5467 2.1316 -1.6330
O -0.8637 -1.9176 -1.6184
C -2.4429 -0.1075 1.0548
H 1.0436 -2.9155 -0.2932
H -0.2013 5.4340 0.0250
H -0.0502 2.8956 1.2646
H 2.6590 -2.6798 -4.8707
C 3.6911 -1.2607 4.5002
H -5.3963 -0.5859 -5.1139
C 7.0285 -0.3293 1.1124
H -1.6919 0.5655 0.6410
H 2.0991 2.9708 0.0999
O 3.3560 1.9860 1.5003
H -4.0009 1.2529 1.6149
H -0.0543 -3.4679 -4.8496
C -5.0778 0.5743 -3.0024
O 2.7470 -2.5780 2.8031
H 1.5054 -5.6825 2.0119
H 6.5767 -0.0142 2.0530
H -4.6272 4.2331 -2.7572
C 1.1002 3.9814 -4.1803
C -1.7252 -1.4062 -2.6349
C 2.8425 2.6675 -3.4314
H 2.6525 8.0621 0.4799
H 5.1515 -2.2749 1.7820
H 0.3830 -1.8631 0.9178
H -2.7779 -4.9594 -2.5890
H 5.5334 4.1576 -1.9031
O -4.1930 -0.5421 2.6397
C 1.6074 -2.4473 -4.7031
H 2.5766 -1.7310 1.1435
H 0.7448 3.5831 4.6025
C -2.6803 1.0931 3.3683
H -1.9490 -0.9567 1.5270
H -0.6841 4.6737 -5.4061
C 2.9890 3.4008 6.1471
O 2.2661 -5.1050 1.9143
H 1.3695 -1.5587 -5.2879
O -8.7016 -5.2925 5.2123
H 5.1083 -3.4862 3.9385
H 6.8837 3.3666 -2.6062
O 3.8553 2.4176 4.1297
C -7.8829 -5.6500 6.2981
H 4.0148 0.8997 -0.1208
H -0.4390 2.9204 -5.0779
C -5.6560 -4.0674 2.5203
H -5.9914 -1.6734 -1.3144
C -3.9866 -3.4196 -0.0769
H 3.0064 1.9247 -2.6507
H 4.5980 -1.7267 -3.2819
C -3.3667 0.5185 2.1113
H 2.2725 -2.8205 4.7819
H 5.3673 -2.4108 0.0080
H 2.3009 4.1652 6.5080
H 3.9919 3.6617 6.4850
H -1.8746 1.8015 3.1761
C -6.5276 -1.5153 -2.2502
C -1.7700 -4.9415 -3.0037
H 4.1126 0.1260 1.4965
H -4.9199 -4.1844 3.3157
H -8.8055 -3.0970 5.5122
O 1.4399 2.9265 -3.3212
O 0.8612 -3.5504 -5.1264
H 4.0991 -1.1050 5.4989
H -6.0897 -4.9658 0.5420
O 0.1794 4.8455 0.6809
H -2.2138 -1.6526 -5.8063
O 5.4707 6.5704 -0.3297
H -3.3419 3.3286 0.5065
*
```

The calculation puts the frontier orbital gap at 9.39 eV. Its total energy is -3304.372521 Eh.

Atomic partial charges in e from the Mulliken method, atoms 1 to 6:
1 C -0.73
2 C -0.80
3 H 0.42
4 H 0.04
5 C -0.35
6 H 0.33

ORCA calculation (ωB97M-V with the def2-TZVPD basis set) on 12 unconnected molecules or ions with the total composition C39H50N2O35 in a non-equilibrium geometry.

```
! wB97M-V def2-TZVPD RIJCOSX def2/J DEFGRID3
* xyz 0 1
O 1.6263 -4.6809 -3.7459
H 2.1705 8.6137 -2.9178
C -2.5459 8.7699 2.5836
O 1.0580 -1.6005 0.6074
H -0.1254 -0.0443 3.2679
O -4.1175 -8.5676 7.0142
H 3.8170 -1.3337 -5.1202
C -0.3612 2.7065 -1.2110
C -1.0871 -4.0893 -3.0667
C 0.1695 7.9961 -1.0656
O -2.0819 -2.0296 5.5286
O 0.3215 3.4226 -2.1364
O -1.5687 -10.1643 -4.1553
H 3.7117 1.7952 -7.5683
H 4.7249 1.7075 -9.7570
O -1.9775 5.5133 3.3519
C -0.4404 9.5494 2.4832
O 4.8014 -1.8885 -7.5316
O -0.6275 9.1704 3.7686
H -2.5796 0.3019 3.1410
C -3.5425 -3.7848 5.7263
H -3.5463 9.1661 2.4226
C -0.3597 -2.9011 -2.4752
C 4.2535 1.5500 -2.6878
H 0.5697 -2.6856 -2.9888
H -1.1544 4.4847 1.7621
C 4.1612 0.8247 -9.4646
O 3.2941 -0.2209 -7.6196
O -1.4118 3.4067 -0.7276
O 1.3777 7.4771 -1.3900
N 0.9923 2.3544 1.5056
H 3.2403 8.4030 -1.5194
C -1.9238 -8.3719 7.6526
C 1.5667 9.7451 -1.1593
C -1.2161 -0.3287 1.3939
O -4.2525 -6.5874 5.9482
C -0.4496 4.5903 -2.4419
O -0.5266 -5.1898 -2.3396
O 0.5997 9.9153 2.0359
O 4.8451 1.8434 -3.6777
H 3.6470 1.7100 0.3817
H -0.9324 -8.7548 7.4226
H 4.5590 -3.4633 -5.9350
H -2.4254 9.9441 4.4106
H -2.2380 8.1960 4.6594
C 0.0541 0.0065 2.1869
O -2.8137 3.4865 3.7983
H -2.5350 7.7133 2.3194
H 2.2763 1.3585 -8.5151
H 3.7457 -0.4152 -0.7610
O -0.2139 -9.8850 -2.3761
H 4.1060 -1.7673 -3.4281
O -2.0149 -8.5801 -2.6164
H -2.1143 -8.8641 -0.5789
O 5.0367 -0.2131 -9.0181
C 1.4985 -1.9331 2.9493
C -2.2756 4.6135 4.3265
H -4.1341 4.0425 2.3146
C 3.2890 1.0593 -8.2551
C -3.0158 -9.3863 7.4145
H 2.4220 2.3488 -0.7310
O -2.0898 4.7952 5.4846
C -2.0331 9.0203 3.9795
C -2.1287 4.8541 2.0884
C -3.6147 -7.4120 6.5182
O -0.0617 -3.3610 -1.1488
O 0.3139 -5.3948 -0.2702
C 2.2091 8.5565 -1.8278
H 0.5674 -2.4271 0.7024
H 5.5866 -3.3615 -4.4971
H 1.6542 10.6571 -1.7453
H -0.8001 5.3505 -0.4473
C -0.0603 -4.7125 -1.1745
C 0.5221 1.4054 1.9396
C -3.1109 -2.5070 6.4021
H -3.9091 -1.7629 6.4465
C -1.2897 4.7599 -1.2037
H 2.1087 -0.3201 1.7086
H 0.1957 5.4438 -2.6306
C 3.0789 0.3301 -1.2027
N 1.8899 -2.5791 3.8094
H -2.5169 5.5396 1.3368
H 2.0500 -0.0051 -1.0900
O 4.3258 2.2297 -1.5204
H 0.2609 -9.2566 -0.4457
H -1.0490 4.3929 -3.3340
H -1.9268 -7.9840 8.6733
O 2.4605 -2.6639 -4.2654
C -1.5037 -8.3234 -1.3064
O -0.7957 7.3335 -0.8258
C -0.0960 -8.8525 -1.3902
H -2.7241 -2.6691 7.4053
C -3.0893 3.7402 2.4154
O 3.8099 -4.4421 -4.2776
H -4.5963 -4.0037 5.8679
H -1.5344 -7.2617 -1.0773
C 3.7847 -2.1450 -4.3986
C 1.2369 -0.9695 1.8398
H -0.9137 -4.2004 -4.1333
H -1.3211 -1.4124 1.4236
O -2.2825 -7.3172 6.7566
H -2.2682 5.1867 -1.4104
O -1.5893 9.4578 1.7734
O 0.1981 9.3415 -1.0506
O -3.2562 -3.5128 4.3477
C 3.3074 1.7159 -0.6522
O -0.0713 1.6072 -0.8609
O -1.7199 -2.2323 3.3184
H -1.1667 -0.0141 0.3538
C -1.2925 -9.5986 -3.1485
H -2.1634 -4.0601 -2.8808
H -0.9662 -1.9973 -2.4471
C 4.4153 -0.8721 -8.0123
H -3.2623 -9.9587 8.3057
C -2.3021 -2.5650 4.3076
H 0.6116 -8.1012 -1.7448
C 4.5590 -3.3559 -4.8535
H 1.9591 9.9262 -0.1578
O 3.4153 0.4890 -2.5863
H -2.7770 -10.0771 6.6036
H -2.9592 -4.6448 6.0422
H -2.9207 2.8528 1.8147
H 3.5959 0.4628 -10.3260
O -3.3593 0.5958 1.3111
C 2.5534 -4.0007 -4.0660
C -2.4747 0.2356 2.0387
*
```

As for the structure (SMILES): N#C[C@@H](O)[C@@H](C#N)CC=O.O=C1OCCO1.O=C1OCCO1.O=C1OCCO1.O=C1OCCO1.O=C1OCCO1.O=C1OCCO1.O=C1OCCO1.O=C1OCCO1.O=C1OCCO1.O=C1OCCO1.O=C1OCCO1. The calculation puts the frontier orbital gap at 10.24 eV. Its total energy is -4259.118102 Eh.

Atomic partial charges in e from the Mulliken method, atoms 1 to 6:
1 O -0.54
2 H 0.26
3 C 0.43
4 O -0.16
5 H 0.76
6 O -0.33

ORCA calculation (ωB97M-V with the def2-TZVPD basis set) on 2 unconnected molecules or ions with the total composition C10H18O2S2 in a non-equilibrium geometry.

```
! wB97M-V def2-TZVPD RIJCOSX def2/J DEFGRID3
* xyz 0 3
C 1.3049 1.2132 -0.0645
H -0.3871 -1.0339 -1.1480
H 1.9413 1.8120 2.4016
H -3.8744 -1.0542 -0.6010
H -2.4447 -1.5448 0.4819
C -2.2102 0.3565 -0.8431
C -3.0978 -0.6299 0.0878
H -3.4231 0.0304 0.8146
H -2.5285 1.3619 -2.7860
H 4.0352 -0.4316 0.5064
O 3.0878 2.5912 -1.2121
H 1.8853 -1.6764 1.6961
H -1.0759 0.0318 -2.5262
H 1.0155 -0.2603 2.5446
C 2.6799 1.3941 1.8009
C 2.1115 0.3947 0.7889
H 0.4586 -1.0523 0.9470
C -1.4627 1.1535 0.0756
H -3.3606 2.1503 -1.4595
H 3.4909 0.3330 -0.9764
H 3.1737 0.7550 2.5445
H -3.8643 0.6608 -2.0229
C 1.3533 -0.7016 1.5885
C -3.0167 1.1528 -1.8608
S -1.6831 2.1942 1.3395
O -3.1549 2.2587 1.5272
H 2.9745 -1.2794 -0.5683
C -1.3433 -0.6083 -1.7427
H 3.2010 2.0304 1.1929
C 3.1267 -0.2406 -0.1736
H -1.9062 -1.3839 -2.2019
S 1.6155 2.4085 -1.1379
*
```

The calculation puts the frontier orbital gap (spin up / spin down) at 8.03 / 6.57 eV. Its total energy is -1338.348758 Eh. As for the expectation value of S²: 2.09. The value obtained for the relative energy (zero: lowest compared OMol25 entry of this formula, charge and spin) is 83.08 kcal per mole.

Atomic partial charges in e from the natural (NBO) method, atoms 1 to 6:
1 C -0.07
2 H 0.21
3 H 0.21
4 H 0.21
5 H 0.21
6 C -0.26

ORCA calculation (ωB97M-V with the def2-TZVPD basis set) on a molecular structure, C4H4EuO6 in a non-equilibrium geometry.

```
! wB97M-V def2-TZVPD RIJCOSX def2/J DEFGRID3
* xyz 1 9
O -2.4356 1.3447 0.1568
O -1.4072 0.5440 -1.6636
O 2.3860 1.1795 0.5152
C -1.7905 0.4905 -0.3962
O -0.8562 -1.0835 1.0874
H -1.4246 1.4576 -1.9864
H 0.3175 0.5695 1.6777
H -2.8146 -1.3947 0.5809
Eu 5.0345 1.0359 0.2067
H -1.5205 -1.7550 -0.7637
C -0.0028 -0.0582 0.8428
C 2.1972 0.0211 0.0448
O 0.9999 -0.5333 0.0056
O 3.1683 -0.6406 -0.4178
C -1.8514 -1.1772 0.1097
*
```

The calculation puts the frontier orbital gap (spin up / spin down) at 5.04 / 6.05 eV. Its total energy is -1316.265431 Eh. As for the expectation value of S²: 20.01.

Atomic partial charges in e from the Mulliken method, atoms 1 to 6:
1 O -0.56
2 O -0.44
3 O -0.78
4 C 0.62
5 O -0.35
6 H 0.34

ORCA calculation (ωB97M-V with the def2-TZVPD basis set) on a gas-phase ion, C11H18N4 (charge +2) in a non-equilibrium geometry.

```
! wB97M-V def2-TZVPD RIJCOSX def2/J DEFGRID3
* xyz 2 1
H 0.6043 -4.1798 2.6284
H -0.8848 -2.7665 3.9378
H -0.5641 3.7955 0.7432
H 1.0299 -1.5753 -1.0205
C -1.0775 1.4757 1.9758
N -0.5546 1.7587 0.7372
H -0.5674 -1.2636 -1.8697
C -0.2195 0.5997 0.1226
C -1.2235 -0.7792 3.2407
H 0.1528 3.0714 -0.6117
H -1.4324 3.1950 -0.5112
C -0.5517 2.9930 0.1259
H 1.1626 -0.9212 -2.5530
H -1.6519 -0.5428 4.1640
C 0.0598 -3.8852 1.7686
C 0.3383 0.5665 -1.2501
C -0.9150 0.1345 2.2338
N -0.2659 -2.5092 1.9473
H 1.8037 2.2544 -0.8024
C -0.8169 -2.1015 3.1271
H 2.4030 1.1267 -1.9760
C 1.7798 1.1612 -1.0835
H -0.9328 -4.5445 1.6523
H -1.6774 2.1971 2.4203
C -0.4953 1.2909 -2.3249
N -0.2186 -0.3520 1.0957
C 0.4318 -0.9073 -1.7275
H -1.5910 1.0244 -2.1167
H -0.3271 2.3340 -2.3603
N 0.0688 -1.7008 0.9791
H -0.0666 1.0728 -3.3655
H 0.6288 -4.1011 0.9044
H 2.1645 0.4824 -0.3359
*
```

As for the structure (SMILES): Cn1cc2cc[n+](C)n[n+]2c1C(C)(C)C. The calculation puts the frontier orbital gap (spin up / spin down) at 7.30 / 7.30 eV. Its total energy is -648.221220 Eh. The value obtained for the relative energy (zero: lowest compared OMol25 entry of this formula, charge and spin) is 89.83 kcal per mole.

Atomic partial charges in e from the natural (NBO) method, atoms 1 to 6:
1 H 0.26
2 H 0.28
3 H 0.26
4 H 0.22
5 C 0.05
6 N -0.23

ORCA calculation (ωB97M-V with the def2-TZVPD basis set) on a molecular structure, C3H4INO2 in a non-equilibrium geometry.

```
! wB97M-V def2-TZVPD RIJCOSX def2/J DEFGRID3
* xyz 0 3
H 1.1657 0.5306 -2.1747
O -2.1075 -0.1776 1.9757
C 0.7944 -0.4218 -0.2978
H 1.1207 1.5936 -0.8942
I 0.6729 -1.4616 2.5404
H -1.9601 -0.0027 0.0864
C -1.3800 -0.1651 1.0242
O 1.6757 -1.2042 -0.4207
C 0.5404 0.7205 -1.2676
N -0.1038 -0.5515 0.9461
H -0.4184 1.1399 -1.5177
*
```

The calculation puts the frontier orbital gap (spin up / spin down) at 7.00 / 6.62 eV. Its total energy is -619.494491 Eh. As for the expectation value of S²: 2.01. The value obtained for the relative energy (zero: lowest compared OMol25 entry of this formula, charge and spin) is 0.00 kcal per mole.

Atomic partial charges in e from the natural (NBO) method, atoms 1 to 6:
1 H 0.25
2 O -0.55
3 C 0.72
4 H 0.25
5 I 0.50
6 H 0.11

ORCA calculation (ωB97M-V with the def2-TZVPD basis set) on 2 unconnected molecules or ions with the total composition C3H3IO in a non-equilibrium geometry.

```
! wB97M-V def2-TZVPD RIJCOSX def2/J DEFGRID3
* xyz 0 1
H -1.7732 2.3944 0.2492
O 0.4914 -1.5568 0.2274
I 3.3704 0.0250 0.0749
C -0.5101 -0.9949 -0.1276
H 1.8835 -0.4516 0.2464
H -1.3604 -1.3549 -0.8407
C -0.8426 0.4065 0.1340
C -1.2589 1.5324 0.0364
*
```

As for the structure (SMILES): C#CC=O.I. The calculation puts the frontier orbital gap at 8.79 eV. Its total energy is -488.931393 Eh. The value obtained for the relative energy (zero: lowest compared OMol25 entry of this formula, charge and spin) is 38.04 kcal per mole.

Atomic partial charges in e from the natural (NBO) method, atoms 1 to 6:
1 H 0.23
2 O -0.48
3 I -0.16
4 C 0.39
5 H 0.12
6 H 0.15

ORCA calculation (ωB97M-V with the def2-TZVPD basis set) on C2H6INO2S in the gas phase in a non-equilibrium geometry.

```
! wB97M-V def2-TZVPD RIJCOSX def2/J DEFGRID3
* xyz 0 1
C -1.1220 -0.9103 0.9157
H -0.6797 -0.8251 1.9786
O 1.1652 1.0730 -1.0606
S 0.4332 1.3274 0.3905
I 3.1370 -0.7123 0.1897
H -2.0631 -1.6404 0.9746
H 1.9375 -0.5928 -2.0877
O 0.2501 2.7254 0.3503
N 1.5736 -0.3113 -1.1775
H -2.0264 1.0186 0.2399
H -1.0549 0.0771 -1.0844
C -1.1465 0.3398 0.0291
H -0.4039 -1.5691 0.3417
*
```

The calculation puts the frontier orbital gap at 8.47 eV. Its total energy is -980.769315 Eh. The value obtained for the relative energy (zero: lowest compared OMol25 entry of this formula, charge and spin) is 57.08 kcal per mole.

Atomic partial charges in e from the natural (NBO) method, atoms 1 to 6:
1 C -0.67
2 H 0.23
3 O -0.57
4 S 1.53
5 I 0.23
6 H 0.24